This record from the Open Molecules 2025 dataset describes the ion N2O6P with charge -1 at a distorted geometry. The level of theory is wB97M-V/def2-TZVPD.

Last columns: bonded neighbours and bond lengths (Å).
Cartesian coordinates (Å):
1 O -1.8402 0.1183 -1.4352  N2 1.230
2 N -0.9860 0.4900 -0.6316  O1 1.230, O3 1.178, P4 1.875
3 O -0.6340 1.5954 -0.4297  N2 1.178
4 P -0.3263 -0.6881 0.6692  N2 1.875, O5 1.473, O6 1.473, N7 2.064
5 O -0.4931 -2.1168 0.3517  P4 1.473
6 O -0.9628 -0.1195 1.8697  P4 1.473
7 N 1.4540 0.1474 0.0439  P4 2.064, O8 1.175, O9 1.219
8 O 2.4265 0.1516 0.7025  N7 1.175
9 O 1.3620 0.4216 -1.1406  N7 1.219

Output
molecular weight = 155.0 g/mol
SMILES string = O=[N+]([O-])P(=O)([O-])[N+](=O)[O-]
energy = -24552.2107 eV
energy above the lowest of the compared OMol25 structures with the same formula, charge and spin = 0.477 eV
strongest force on any atom = 4.04 eV/Å
charge = -1
HOMO energy = -6.234 eV

Atom charges from the Mulliken analysis, given in e for atoms 1 to 8: O -0.65; N 0.87; O -0.52; P 0.89; O -0.62; O -0.62; N 0.78; O -0.61